(1)
The following is a DFT calculation (ωB97M-V/def2-TZVPD) of the ion C10H18NO2 with charge +1 at a distorted geometry.

## Properties
SMILES = C=[NH+][C@H](C)[C@@H](C)C(=O)/C(C)=C(/C)O
Relative energy (zero: lowest compared OMol25 entry of this formula, charge and spin) = 2.363 eV
Net charge = +1

Last column: natural (NBO) charge in e.
CARTESIAN COORDINATES (ANGSTROEM)
C (-0.24112, 2.18853, -0.53638)  0.15
N (0.14250, 1.12294, -1.17207)  -0.49
C (1.41170, 0.33627, -1.21358)  -0.02
C (1.71753, 0.04924, -2.72430)  -0.62
C (1.12575, -0.91448, -0.30724)  -0.36
C (2.52566, -1.50931, -0.09057)  -0.63
C (0.66740, -0.40514, 0.99685)  0.59
O (1.38889, -0.02847, 1.88260)  -0.47
C (-0.82719, -0.47594, 1.14241)  -0.16
C (-1.45222, -1.79896, 1.25798)  -0.64
C (-1.59349, 0.60798, 1.31048)  0.31
C (-2.99263, 0.74081, 1.45938)  -0.73
O (-0.88121, 1.83299, 1.30155)  -0.63
H (0.46926, 2.89109, -0.24947)  0.22
H (-1.11858, 2.54717, -0.82218)  0.19
H (-0.63693, 0.73794, -1.70032)  0.41
H (2.18245, 0.84758, -0.57832)  0.24
H (2.70446, -0.49835, -2.87270)  0.25
H (1.67280, 0.94669, -3.19927)  0.23
H (1.15133, -0.73505, -3.09309)  0.23
H (0.53109, -1.52744, -0.85245)  0.23
H (2.43950, -2.32064, 0.77332)  0.24
H (3.31928, -0.77702, 0.28800)  0.24
H (3.07774, -2.02016, -0.85672)  0.23
H (-2.46675, -1.82609, 1.46591)  0.23
H (-0.95047, -2.50087, 2.02812)  0.25
H (-1.42513, -2.19211, 0.28589)  0.22
H (-3.46670, 1.75702, 1.56561)  0.25
H (-3.48297, 0.04798, 2.25161)  0.27
H (-3.53023, 0.29388, 0.70152)  0.25
H (-1.46173, 2.58194, 1.55745)  0.52

Force components x, y, z for each atom (eV/Å):
3.6 -1.5 -0.7
-0.9 0.2 -0.4
-0.5 -0.2 0.9
2.9 -2.1 3.6
5.2 2.1 -0.7
1.3 -1.6 3.3
-1.6 -0.4 1.0
0.0 0.2 -0.4
-1.0 1.5 1.5
2.1 -1.6 1.0
3.4 0.5 0.2
-3.9 -0.2 2.9
-0.4 0.3 0.1
1.3 0.8 1.1
-3.9 1.4 -1.0
0.4 -0.5 0.0
-0.6 0.3 -1.3
-0.6 1.4 0.5
-0.1 2.2 -1.9
-2.2 -1.0 -0.8
-2.3 -2.1 -1.0
0.3 1.6 -1.7
-1.5 -0.6 -0.3
-0.6 -0.2 -1.0
-2.0 0.5 0.8
-0.5 1.1 -1.4
0.4 -1.5 -1.3
1.0 -0.9 0.1
1.3 1.4 -0.4
-0.9 -0.7 -2.5
0.3 -0.6 -0.1


(2)
The following is a DFT calculation (ωB97M-V/def2-TZVPD) of the ion C10H18NO2 with charge +1 at a distorted geometry.

## Properties
SMILES = CC[C@H]1/C(=C/OC=O)[NH2+]CC1(C)C
Relative energy (zero: lowest compared OMol25 entry of this formula, charge and spin) = 0.748 eV
Net charge = +1

Last column: natural (NBO) charge in e.
CARTESIAN COORDINATES (ANGSTROEM)
C (-0.01930, 0.42328, 3.08187)  -0.61
C (0.01079, -0.47498, 1.79889)  -0.42
C (-0.30455, 0.34857, 0.57532)  -0.23
C (0.89589, 1.14555, -0.04935)  0.14
C (2.08971, 1.49247, 0.44674)  0.10
O (2.96308, 2.21758, -0.26991)  -0.46
C (3.32180, 2.01628, -1.52531)  0.69
O (2.76102, 1.30716, -2.29443)  -0.57
N (0.41818, 1.55525, -1.42475)  -0.59
C (-0.68641, 0.68033, -1.86162)  -0.24
C (-0.75853, -0.46557, -0.74310)  -0.02
C (0.32716, -1.46326, -1.10084)  -0.63
C (-2.05479, -1.22480, -0.58602)  -0.65
H (0.40926, -0.06344, 3.86855)  0.22
H (-1.12498, 0.45077, 3.47438)  0.22
H (0.49469, 1.33907, 2.92266)  0.20
H (-0.83559, -1.18937, 1.89431)  0.23
H (0.91949, -1.04152, 1.83236)  0.22
H (-1.04784, 1.01459, 0.91576)  0.23
H (2.30826, 1.27923, 1.47564)  0.24
H (4.12766, 2.64799, -1.77507)  0.17
H (1.29911, 1.35725, -2.02907)  0.48
H (0.15215, 2.57346, -1.37401)  0.45
H (-0.39820, 0.31575, -2.87849)  0.23
H (-1.68099, 1.10210, -2.02288)  0.24
H (1.32240, -1.08487, -0.98985)  0.21
H (0.04811, -1.79456, -2.05368)  0.22
H (0.40128, -2.27194, -0.39641)  0.23
H (-2.78948, -0.86709, 0.26523)  0.24
H (-1.99478, -2.32971, -0.57627)  0.25
H (-2.71874, -0.94197, -1.42322)  0.23

Force components x, y, z for each atom (eV/Å):
-3.6 -0.9 -1.4
-1.3 0.2 1.4
2.5 -1.0 -2.2
-1.9 -0.2 1.0
-2.9 -1.0 -0.9
1.8 1.1 0.7
-0.2 0.5 0.8
-0.3 -1.4 -1.4
0.8 1.1 1.0
-1.0 -2.3 -0.2
1.3 1.2 1.1
0.0 0.3 1.6
-3.2 1.1 0.4
1.7 -1.4 2.0
1.9 0.9 -1.1
-0.1 1.1 0.1
0.6 0.2 0.0
0.6 -0.3 -0.7
-1.1 1.1 -0.1
0.6 0.0 0.1
1.2 0.7 -0.3
-0.9 0.7 0.3
0.5 -1.2 -0.4
-0.2 -0.1 0.9
0.4 0.8 0.5
0.7 0.7 -0.8
0.3 -0.9 -1.5
-0.7 -0.7 0.2
1.9 -0.7 -1.1
0.2 0.8 0.1
0.3 -0.5 -0.1


(3)
The following is a DFT calculation (ωB97M-V/def2-TZVPD) of the molecule C10H18OSi at a distorted geometry.

## Properties
SMILES = C[Si](C)(C)O[C@@]12C=CCC[C@@H]1C2
Relative energy (zero: lowest compared OMol25 entry of this formula, charge and spin) = 1.119 eV

Last column: natural (NBO) charge in e.
CARTESIAN COORDINATES (ANGSTROEM)
C (-2.31971, 0.60202, 0.12630)  -1.18
Si (-1.63646, -1.11129, 0.26378)  1.88
C (-2.16324, -2.16287, 1.72141)  -1.11
C (-1.98953, -1.95476, -1.41311)  -1.10
O (0.01036, -1.06481, 0.52109)  -0.87
C (0.99520, -0.23760, -0.05257)  0.22
C (0.81783, 0.55590, -1.24872)  -0.22
C (1.62583, 1.54851, -1.53892)  -0.20
C (2.82585, 1.99544, -0.75091)  -0.46
C (2.62943, 1.67147, 0.68571)  -0.40
C (2.02744, 0.29517, 0.86457)  -0.23
C (2.42078, -0.88478, -0.02635)  -0.42
H (-2.77843, 0.93286, 1.07357)  0.25
H (-1.51043, 1.36130, -0.10462)  0.26
H (-3.01502, 0.49219, -0.72131)  0.24
H (-1.61728, -3.11417, 1.48049)  0.24
H (-1.99349, -1.70285, 2.62402)  0.24
H (-3.23319, -2.44465, 1.55586)  0.23
H (-1.53965, -2.92458, -1.36416)  0.24
H (-3.03158, -2.02198, -1.53568)  0.23
H (-1.63879, -1.28545, -2.12001)  0.22
H (-0.13321, 0.23043, -1.71573)  0.21
H (1.38162, 2.03990, -2.47707)  0.21
H (3.71944, 1.66284, -1.27530)  0.22
H (2.98576, 3.04936, -0.97050)  0.22
H (3.62407, 1.51906, 1.15031)  0.22
H (1.91575, 2.45059, 1.23513)  0.21
H (1.89688, 0.06010, 1.93173)  0.23
H (2.96911, -0.80755, -0.86411)  0.20
H (2.53684, -1.83087, 0.48928)  0.22

Force components x, y, z for each atom (eV/Å):
0.7 0.8 0.2
0.7 -0.4 -0.1
-1.2 -1.8 -3.9
0.1 0.0 3.0
0.1 0.7 -0.5
1.8 -1.9 1.3
-2.3 -1.0 0.7
-0.2 0.8 -1.7
-0.7 0.8 -1.9
-0.2 0.1 1.7
0.3 -0.3 0.7
-2.7 0.0 3.4
-0.2 -0.1 -0.6
-1.0 -0.9 0.0
-0.1 0.7 0.5
-0.2 0.8 0.9
0.5 0.6 2.2
0.6 0.4 0.5
0.4 -0.5 -0.6
-1.5 -0.3 -0.2
1.0 0.9 -1.8
0.9 0.9 -0.7
0.3 0.3 0.1
0.3 -1.0 0.6
-0.5 0.5 0.5
-0.5 1.0 0.3
1.8 -1.4 -1.1
0.0 -0.2 -0.6
1.9 0.7 -2.7
-0.3 0.0 0.0


(4)
The following is a DFT calculation (ωB97M-V/def2-TZVPD) of the molecule C10H18Se at a distorted geometry.

## Properties
2S+1 = 3

Last column: Löwdin spin population.
CARTESIAN COORDINATES (ANGSTROEM)
C (-0.27079, 0.69408, -1.15262)  0.02
C (-0.69336, -0.90285, 1.35562)  0.04
C (0.34115, -0.70222, -1.02909)  0.01
C (0.07884, -1.47665, 0.19645)  0.02
C (-0.97374, 1.29063, 0.12159)  0.02
C (-1.72650, 0.16874, 0.90977)  0.20
C (1.46359, -1.12743, -0.06294)  0.00
C (-1.94416, 2.48102, -0.32295)  0.02
C (2.33307, -2.30464, -0.64195)  0.00
C (2.29608, -0.16802, 0.66815)  0.00
Se (-3.24562, -0.65886, -0.11672)  1.33
H (0.45850, 1.48403, -1.64927)  0.00
H (-1.11532, 0.78897, -1.92479)  0.01
H (-1.39258, -1.73671, 1.82656)  0.01
H (0.02162, -0.34544, 2.07500)  0.01
H (0.21100, -1.33341, -1.87046)  0.00
H (-0.07059, -2.55097, 0.03104)  0.00
H (-0.32929, 1.81981, 0.74696)  0.00
H (-2.26624, 0.61623, 1.82372)  0.03
H (-2.77573, 2.09133, -0.86268)  0.02
H (-1.47874, 3.09567, -1.02584)  0.00
H (-2.21692, 3.11121, 0.61209)  0.00
H (2.78109, -2.81975, 0.16403)  0.00
H (3.29570, -1.80296, -1.11126)  0.00
H (1.84743, -2.80649, -1.45316)  0.00
H (2.95750, -0.74676, 1.36884)  0.00
H (1.78161, 0.49383, 1.38405)  0.00
H (3.04374, 0.44733, 0.20397)  0.00
H (-4.19512, -0.33195, 0.99414)  0.24

Force components x, y, z for each atom (eV/Å):
-0.1 2.2 -1.4
-1.7 -0.1 1.1
-0.4 1.1 0.2
-1.1 -1.6 1.6
-2.3 -0.2 -2.1
0.4 1.9 1.7
1.5 -0.6 -3.1
0.4 -1.0 2.9
1.8 4.0 -0.8
0.9 0.1 3.2
1.2 -1.3 -3.1
-1.0 -1.5 1.4
1.1 -1.1 0.8
2.1 1.5 -0.3
-1.4 -1.3 -0.6
0.2 -0.1 -1.0
-0.3 0.4 0.1
1.6 0.2 1.4
0.8 -0.5 -1.0
-1.2 -0.3 0.0
1.2 1.2 -0.9
0.1 -1.1 -1.7
-0.1 -1.4 0.8
-1.8 -0.8 0.5
-0.3 -0.8 0.0
-0.5 0.1 -0.4
-0.2 -0.1 -0.5
-0.1 0.2 -1.2
-0.8 0.9 2.3


(5)
The following is a DFT calculation (ωB97M-V/def2-TZVPD) of a structure of composition C10H19AlN2O2P at a distorted geometry.

## Properties
Net charge = +1

Last column: natural (NBO) charge in e.
CARTESIAN COORDINATES (ANGSTROEM)
Al (0.10909, -1.04644, 0.25377)  1.01
H (-1.89631, 0.45473, 0.98366)  0.00
H (-2.35826, -0.06194, 0.68466)  0.04
P (-1.45476, -2.49827, -0.95981)  0.91
C (-1.73243, -2.36161, -2.75495)  -0.96
H (-2.16042, -3.28801, -3.17270)  0.26
H (-2.42775, -1.53942, -2.97146)  0.25
H (-0.78382, -2.15862, -3.26816)  0.25
C (-0.48614, -4.04595, -0.83745)  -0.94
H (-0.33908, -4.28261, 0.22118)  0.25
H (-0.98059, -4.88997, -1.33387)  0.25
H (0.49397, -3.88281, -1.29285)  0.26
C (-3.08529, -3.02526, -0.33613)  -0.95
H (-3.82194, -2.22453, -0.48940)  0.25
H (-3.44586, -3.93749, -0.83889)  0.25
H (-3.01267, -3.22121, 0.74251)  0.26
C (-0.71980, 0.50018, -1.77472)  0.56
O (-0.56852, 1.41829, -2.43967)  -0.43
H (-0.18350, -1.81425, 1.61718)  -0.35
H (1.16228, -1.51870, -0.85962)  -0.36
N (1.84631, 5.48645, 1.54959)  -0.80
C (0.96580, 4.52727, 1.13075)  0.65
O (-0.17416, 4.78428, 0.76372)  -0.58
C (1.46268, 3.10754, 1.14154)  -0.15
C (2.76965, 2.74948, 1.52091)  -0.08
C (3.11073, 1.40400, 1.50654)  -0.23
C (2.18632, 0.43749, 1.15059)  0.08
N (0.91506, 0.76410, 0.77375)  -0.59
C (0.56985, 2.09562, 0.74636)  0.11
H (1.53210, 6.44844, 1.57390)  0.43
H (2.78317, 5.28329, 1.86952)  0.40
H (3.51661, 3.49275, 1.82613)  0.23
H (4.12764, 1.08376, 1.75318)  0.25
H (2.51154, -0.61178, 1.11485)  0.25
H (-0.43148, 2.37120, 0.40540)  0.25

Force components x, y, z for each atom (eV/Å):
-0.2 -0.4 -0.4
-0.3 -0.2 -0.1
0.2 0.3 0.1
-0.5 -1.2 -0.3
0.0 0.2 -0.3
0.2 0.3 0.3
0.2 -0.2 0.0
-0.2 0.0 0.1
0.1 0.1 0.1
0.0 0.0 -0.1
0.0 0.3 0.1
-0.1 -0.1 0.1
-0.3 0.1 0.2
0.1 -0.2 0.1
0.2 0.4 0.1
0.0 0.0 -0.3
0.6 2.8 -1.6
-0.5 -2.4 1.5
0.2 0.4 0.0
0.1 0.3 0.3
-0.2 -0.4 -0.1
-0.6 0.9 -0.1
0.9 -0.4 0.3
0.3 -0.8 0.0
-0.7 -0.1 -0.1
0.6 -0.2 0.1
-0.3 0.7 -0.2
0.6 0.8 0.0
0.7 -0.8 0.3
0.0 -0.3 0.0
-0.4 0.2 -0.1
-0.4 -0.4 -0.2
-0.4 0.1 0.0
-0.5 0.4 0.0
0.3 -0.1 0.2


(6)
The following is a DFT calculation (ωB97M-V/def2-TZVPD) of a structure of composition C10H19CuNO14 at a distorted geometry.

## Properties
Relative energy (zero: lowest compared OMol25 entry of this formula, charge and spin) = 0.000 eV
Net charge = -3

Last column: natural (NBO) charge in e.
CARTESIAN COORDINATES (ANGSTROEM)
Cu (15.07986, 1.59082, -23.40576)  0.91
O (13.77602, 0.36041, -26.76889)  -0.78
C (14.99603, -0.19674, -26.43217)  0.96
O (15.49220, -1.02535, -27.22458)  -0.82
O (15.52268, 0.19049, -25.34900)  -0.87
H (13.65087, 0.96670, -26.00756)  0.52
O (13.48734, -0.70707, -19.88154)  -0.80
C (12.82450, -0.63207, -21.12620)  0.95
O (11.82579, -1.35285, -21.28282)  -0.80
O (13.33446, 0.19009, -21.91870)  -0.81
H (14.24798, -0.15143, -20.10688)  0.48
O (12.97066, 3.98389, -24.40533)  -0.78
C (12.17998, 2.83174, -24.34224)  0.95
O (12.68726, 1.73646, -24.64154)  -0.76
O (10.99320, 3.01799, -23.98738)  -0.82
H (12.29972, 4.60755, -24.09302)  0.47
O (18.42039, 0.62019, -20.64927)  -0.79
C (17.33809, 0.30942, -21.51665)  0.94
O (17.33591, -0.78854, -22.02803)  -0.70
O (16.50176, 1.26661, -21.59218)  -0.89
H (18.11795, 1.52117, -20.46944)  0.47
C (14.76041, 5.28959, -21.85758)  -0.25
O (15.93450, 4.74809, -22.47040)  -0.55
C (16.00746, 5.03486, -23.84628)  -0.08
C (17.10305, 4.15839, -24.41044)  -0.22
N (17.01875, 2.77785, -23.96856)  -0.67
C (18.01240, 1.92226, -24.56806)  -0.24
C (19.46592, 2.23849, -24.23176)  -0.08
O (20.35181, 1.27854, -24.70794)  -0.52
C (21.67492, 1.58758, -24.37909)  -0.23
H (13.89031, 4.85788, -22.35473)  0.21
H (14.74352, 6.37350, -22.04398)  0.13
H (14.88325, 4.99342, -20.82110)  0.19
H (16.24151, 6.10037, -24.02161)  0.12
H (15.04222, 4.87365, -24.34108)  0.22
H (18.03778, 4.65842, -24.08478)  0.13
H (17.15322, 4.14461, -25.50393)  0.19
H (17.12782, 2.78926, -22.95309)  0.41
H (17.90193, 2.08688, -25.64875)  0.18
H (17.84694, 0.85337, -24.43334)  0.28
H (19.49656, 2.30643, -23.12218)  0.15
H (19.76737, 3.27770, -24.45633)  0.13
H (21.86389, 1.44274, -23.30899)  0.17
H (21.86092, 2.63129, -24.67618)  0.15
H (22.37199, 0.97210, -24.94952)  0.17

Force components x, y, z for each atom (eV/Å):
-0.2 -1.1 -0.4
0.7 0.2 0.4
0.9 -0.5 0.0
-0.4 0.2 -0.2
-0.3 0.5 0.1
-0.8 0.0 -0.1
0.2 0.0 0.1
-0.6 0.3 -1.2
0.2 -0.2 0.7
0.2 0.0 0.2
0.1 0.0 0.3
0.0 0.4 0.1
-1.3 -2.4 0.0
1.0 1.2 0.1
0.2 1.0 0.0
0.2 0.2 -0.1
-0.2 0.5 -0.1
-0.7 -0.4 -0.2
0.3 -0.3 -0.1
0.3 0.2 -0.2
0.4 0.1 0.5
1.0 -0.5 -1.0
-0.2 0.5 0.1
-0.6 -0.2 -0.5
0.8 0.3 -0.2
-0.1 0.4 1.1
0.6 -0.1 -2.0
-0.8 1.0 2.3
0.4 -0.4 -0.6
-0.2 0.3 -0.2
-0.2 -0.1 0.4
0.0 0.1 0.5
-0.5 0.3 0.2
0.2 0.0 0.1
0.1 -0.4 0.2
0.1 -0.3 0.0
-0.4 0.3 0.0
-0.2 -0.4 0.0
-0.1 -0.3 0.0
-0.4 0.1 0.4
0.2 -0.5 0.0
0.1 -0.2 -0.9
0.0 0.2 0.0
0.3 0.0 0.3
-0.2 -0.3 0.0


E values, unit eV, following the record order: -16237.115, -16238.730, -20586.490, -76001.566, -33633.349, -85472.421.